59
Properties=species:S:1:pos:R:3 method="wB97M-V/def2-TZVPD" orbital_gap_ev=7.3 lumo_ev=2.913 charge=-1
C -2.64 2.80 4.00
C -1.98 3.69 2.94
C -0.67 3.08 2.39
C -0.60 2.96 0.86
Sb 0.05 0.97 0.22
C 2.00 1.78 -0.46
C 3.18 0.83 -0.37
O 3.37 0.10 -1.60
C 4.53 0.24 -2.25
O 5.18 1.26 -2.27
C 4.91 -1.00 -3.03
C 4.46 -0.89 -4.49
C 0.54 -1.03 -0.59
O -0.36 -2.07 -0.22
C -0.26 -2.52 1.09
O 0.09 -3.88 1.14
C -0.70 -4.72 0.30
C -2.19 -4.52 0.42
O -2.69 -4.97 1.68
N -1.81 0.22 0.90
C -3.02 0.57 0.16
C -3.31 -0.43 -0.97
O -0.73 1.31 -1.79
N -1.03 2.53 -2.15
O -0.79 2.76 -3.30
H -1.91 2.45 4.72
H -3.44 3.33 4.53
H -3.09 1.92 3.53
H -1.77 4.66 3.39
H -2.68 3.83 2.11
H -0.54 2.09 2.85
H 0.17 3.68 2.75
H -1.59 3.13 0.44
H 0.07 3.71 0.43
H 0.76 0.60 1.80
H 2.19 2.62 0.21
H 1.92 2.18 -1.47
H 3.04 0.07 0.40
H 4.10 1.37 -0.16
H 5.99 -1.09 -2.98
H 4.48 -1.89 -2.56
H 3.40 -0.63 -4.55
H 5.03 -0.12 -5.00
H 4.62 -1.83 -5.01
H 0.50 -0.98 -1.68
H 1.56 -1.31 -0.30
H -1.22 -2.34 1.58
H 0.52 -1.99 1.64
H -0.41 -4.59 -0.75
H -0.45 -5.74 0.60
H -2.68 -5.13 -0.35
H -2.47 -3.48 0.24
H -2.74 -4.21 2.27
H -1.91 0.48 1.87
H -3.00 1.59 -0.25
H -3.86 0.55 0.87
H -4.33 -0.83 -0.91
H -2.58 -1.24 -0.93
H -3.21 0.04 -1.95